{"formula": "C13H27As3O4Tl", "method": "ωB97M-V/def2-TZVPD", "e_lumo_ha": 0.0913, "total_charge": -1, "homo_ev": -4.670, "energy_ha": -7692.375593, "species": ["Tl", "O", "C", "O", "C", "O", "O", "C", "As", "C", "C", "C", "C", "C", "As", "C", "C", "C", "As", "C", "C", "H", "H", "H", "H", "H", "H", "H", "H", "H", "H", "H", "H", "H", "H", "H", "H", "H", "H", "H", "H", "H", "H", "H", "H", "H", "H", "H"], "coordinates": [[3.2871, -1.8052, -1.1227], [-0.1796, -3.3145, -3.0988], [0.9016, -3.3388, -2.5151], [1.1331, -2.7313, -1.3981], [2.1414, -4.0711, -3.1206], [1.9877, -5.0369, -3.8544], [3.2625, -3.5528, -2.7738], [-0.2324, -3.2812, 1.5062], [0.6751, -1.5543, 1.4512], [1.3706, -1.6761, 3.3247], [-0.9041, -0.3903, 1.9348], [-1.0116, 0.9994, 1.2452], [-1.7523, 1.9548, 2.1940], [-1.8250, 0.9117, -0.0544], [-1.5029, -0.6747, -1.2425], [-3.1619, -0.3395, -2.2689], [-0.3430, 0.2117, -2.5585], [0.4058, 1.5439, 0.9756], [0.6969, 3.4917, 0.8165], [0.5009, 3.7157, -1.1308], [2.6565, 3.2854, 0.7567], [-0.8296, -3.3952, 2.4125], [0.5268, -4.0629, 1.4723], [-0.8517, -3.3808, 0.6171], [0.5745, -1.8628, 4.0475], [1.8962, -0.7635, 3.6111], [2.0768, -2.5072, 3.3684], [-0.8380, -0.2307, 3.0150], [-1.8147, -0.9568, 1.7259], [-2.6955, 1.5140, 2.5242], [-1.9729, 2.8972, 1.6876], [-1.1449, 2.1787, 3.0759], [-1.7217, 1.8507, -0.6115], [-2.8827, 0.8157, 0.2177], [-3.2173, 0.6886, -2.6333], [-4.0290, -0.5317, -1.6354], [-3.1924, -1.0222, -3.1176], [-0.6632, 1.2392, -2.7398], [-0.4061, -0.3552, -3.4866], [0.6989, 0.2032, -2.2365], [0.8038, 1.0647, 0.0771], [1.0548, 1.2507, 1.8099], [-0.5359, 3.8946, -1.4125], [0.8678, 2.8290, -1.6480], [1.0908, 4.5769, -1.4473], [3.0315, 2.9700, 1.7303], [3.1449, 4.2227, 0.4905], [2.9225, 2.5257, 0.0194]], "atomic_forces_ev_per_a": [[-0.5, -0.7, -0.5], [0.3, -0.1, 0.1], [-0.4, 0.3, -0.1], [0.2, 0.3, 0.3], [-0.1, -0.1, -0.1], [0.0, 0.0, 0.0], [0.6, 0.4, 0.2], [0.0, -0.1, -0.1], [-0.3, 0.2, 0.5], [0.0, 0.0, -0.2], [0.1, 0.2, -0.2], [0.1, 0.0, 0.1], [0.1, -0.1, 0.0], [0.0, -0.1, 0.0], [-0.1, 0.4, 0.0], [0.0, -0.1, 0.0], [0.1, -0.1, -0.1], [-0.2, -0.2, 0.0], [0.2, 0.0, -0.1], [0.0, 0.0, 0.0], [0.0, 0.0, 0.0], [0.0, 0.1, 0.0], [0.0, 0.0, 0.0], [0.0, 0.0, 0.0], [-0.1, 0.0, -0.1], [0.0, 0.0, -0.1], [0.0, 0.0, 0.0], [0.0, -0.1, 0.0], [0.0, -0.1, 0.1], [0.0, 0.0, 0.0], [0.0, 0.0, 0.1], [0.0, 0.0, 0.0], [-0.1, -0.1, -0.1], [0.0, 0.0, 0.0], [0.1, 0.0, 0.0], [0.0, 0.0, 0.0], [0.0, 0.0, 0.0], [0.0, 0.0, 0.0], [0.0, -0.1, 0.0], [0.0, 0.0, 0.1], [0.1, 0.0, 0.0], [0.0, 0.1, 0.0], [0.0, 0.0, 0.0], [0.0, 0.0, 0.0], [0.0, 0.0, 0.1], [-0.1, 0.0, 0.0], [-0.1, 0.0, 0.0], [0.0, 0.0, 0.0]]}

{"formula": "C24H23N2O9PbS4", "method": "ωB97M-V/def2-TZVPD", "e_lumo_ha": [-0.1838, -0.2288], "total_charge": 1, "homo_ev": [-11.260, -11.233], "energy_ha": -3500.246356, "species": ["Pb", "C", "C", "S", "C", "C", "S", "C", "C", "S", "H", "H", "H", "H", "H", "H", "H", "H", "H", "H", "H", "H", "O", "C", "C", "C", "C", "C", "C", "N", "H", "H", "H", "H", "H", "H", "H", "O", "C", "C", "O", "C", "C", "O", "C", "O", "O", "O", "C", "N", "S", "O", "O", "C", "C", "C", "C", "C", "C", "H", "H", "H", "H"], "coordinates": [[7.2988, -1.4397, 16.4952], [3.8044, 0.8632, 17.6668], [2.5725, -0.0373, 17.6759], [2.8266, -1.3610, 18.9664], [1.7492, -1.0772, 20.4247], [2.4597, -0.4142, 21.5998], [4.1605, -0.9383, 21.8617], [5.1042, 0.5428, 21.6334], [4.9473, 1.2159, 20.2624], [4.9668, 0.1184, 18.8040], [3.4220, 1.8553, 17.8272], [4.3774, 0.8759, 16.7770], [2.5590, -0.5957, 16.7019], [1.6266, 0.4840, 17.9223], [1.4874, -2.0899, 20.7799], [0.8809, -0.4517, 20.1226], [1.9241, -0.6709, 22.5705], [2.4557, 0.6760, 21.5663], [6.1903, 0.3642, 21.8532], [4.7722, 1.1813, 22.4626], [5.6617, 2.0039, 19.9745], [4.0271, 1.9003, 20.1929], [5.2414, -3.2385, 17.3229], [5.5919, -4.5960, 16.9327], [6.6380, -4.8125, 15.8686], [7.0267, -6.1033, 15.4895], [8.0143, -6.2540, 14.4739], [8.5974, -5.1576, 13.9087], [8.1014, -3.9208, 14.2973], [7.1520, -3.6998, 15.1822], [4.5055, -3.2741, 17.9567], [4.7399, -5.1832, 16.5598], [5.9433, -5.1944, 17.8207], [6.5488, -6.9607, 15.9223], [8.3437, -7.2660, 14.2383], [9.4481, -5.2178, 13.2729], [8.4129, -3.0097, 13.7584], [7.9939, 2.8198, 11.6781], [7.8367, 2.0660, 12.5897], [6.9084, 2.3266, 13.7812], [6.3290, 3.3731, 14.0669], [6.9330, 1.0378, 14.5312], [7.9148, 0.2101, 13.8996], [8.2261, -0.9378, 14.3879], [8.6206, 0.8267, 12.8138], [9.6273, 0.4617, 12.2220], [6.1910, 0.6844, 15.4865], [9.3784, -2.4587, 16.9825], [10.0723, -1.5140, 17.5250], [9.7763, -0.2087, 17.3560], [10.9075, 0.6649, 18.2438], [11.8249, 1.1965, 17.2664], [10.2702, 1.5162, 19.2038], [11.7410, -0.7430, 19.0010], [12.6208, -0.9133, 20.0551], [12.9695, -2.1806, 20.5092], [12.4501, -3.2825, 19.8550], [11.6350, -3.1644, 18.7538], [11.1947, -1.8672, 18.4200], [13.0967, -0.0118, 20.4846], [13.5115, -2.2524, 21.4010], [12.7452, -4.3142, 20.2140], [11.0662, -3.9806, 18.3018]], "atomic_forces_ev_per_a": [[0.9, -0.5, -0.1], [-0.8, -0.2, 0.6], [-0.4, -1.2, -0.5], [-0.2, 0.0, -0.3], [0.0, 0.4, 0.1], [-0.3, 0.5, 1.6], [0.3, -1.5, 0.1], [1.0, 0.9, 0.0], [-1.5, 2.1, -0.5], [0.3, 0.5, 1.2], [0.7, 0.7, 0.7], [0.1, 0.0, -1.3], [-0.7, 0.5, 1.0], [0.6, -0.3, -0.5], [-0.3, 0.4, -0.7], [0.3, -0.8, 0.1], [0.4, 0.2, -1.3], [-0.1, 0.0, -0.2], [-1.0, -0.3, -0.2], [0.2, 0.5, -0.6], [0.6, -0.6, 0.6], [0.7, -1.5, 0.2], [0.4, -1.0, -0.7], [-0.2, -1.4, 1.1], [1.1, 1.6, -1.7], [0.3, 1.4, -0.7], [-0.6, -0.8, 1.4], [-0.4, 0.3, 0.8], [0.3, 1.3, -1.5], [-0.9, -1.8, 2.1], [0.4, -0.2, -0.3], [-0.3, 0.6, 0.2], [-0.3, 0.8, -0.5], [0.0, -0.3, 0.2], [-0.1, 0.3, -0.1], [0.3, 0.0, -0.6], [0.2, -0.6, 0.5], [-0.2, 0.2, -0.4], [0.3, 2.1, -0.7], [-1.1, 1.7, 0.6], [1.1, -2.2, -0.6], [-1.4, 0.4, 0.5], [0.9, -3.6, 2.5], [-0.6, 1.2, -0.4], [1.4, -0.3, -1.4], [-1.5, 0.3, 0.9], [0.9, 0.3, -0.8], [0.0, 1.0, 0.2], [-1.0, 0.2, -1.1], [0.5, -1.9, 1.2], [0.8, 0.0, -1.3], [-0.3, 0.3, 0.7], [-0.1, -0.2, 0.0], [-0.7, -0.8, 0.2], [1.0, 1.8, 0.2], [-1.3, 0.9, -1.3], [1.1, -2.3, 0.5], [-1.9, 1.1, -0.1], [0.5, -0.5, -0.1], [-0.4, -0.7, 0.0], [1.0, -0.3, 0.9], [-0.5, 1.3, -0.4], [0.7, 0.0, 0.1]]}

{"formula": "C24H62BNOPS2", "method": "ωB97M-V/def2-TZVPD", "e_lumo_ha": -0.1550, "total_charge": 1, "homo_ev": -13.013, "energy_ha": -2244.043629, "species": ["N", "B", "O", "S", "P", "S", "H", "H", "H", "H", "H", "H", "C", "C", "C", "C", "C", "C", "H", "H", "H", "H", "H", "H", "H", "H", "H", "H", "H", "H", "H", "H", "C", "C", "C", "C", "C", "C", "H", "H", "H", "H", "H", "H", "H", "H", "H", "H", "H", "H", "H", "H", "C", "C", "C", "C", "C", "C", "H", "H", "H", "H", "H", "H", "H", "H", "H", "H", "H", "H", "H", "H", "C", "C", "C", "C", "C", "C", "H", "H", "H", "H", "H", "H", "H", "H", "H", "H", "H", "H", "H", "H"], "coordinates": [[0.7090, -0.4254, 1.9629], [-0.0437, -0.9805, 0.9416], [-1.0488, -1.8504, 1.0617], [0.3228, -0.4306, -0.9497], [2.4336, -1.0739, -1.3153], [2.8189, -1.2693, -3.1491], [1.4276, 0.2576, 1.7656], [0.9939, -1.0165, 2.7347], [-1.1456, -2.6165, 0.4925], [0.3972, 0.9205, -0.9543], [2.4223, -2.2220, -0.5026], [3.1819, -0.1158, -0.6138], [-3.7722, -0.9938, -1.5417], [-4.8934, -1.2054, -0.5310], [-4.7592, -2.5043, 0.2627], [-4.7945, -3.7816, -0.5803], [-6.0486, -3.9497, -1.4373], [-7.3339, -4.0314, -0.6221], [-3.7483, -1.7795, -2.2984], [-3.8866, -0.0426, -2.0625], [-2.8007, -0.9828, -1.0359], [-5.8548, -1.1768, -1.0491], [-4.9059, -0.3692, 0.1731], [-5.5492, -2.5414, 1.0161], [-3.8172, -2.4789, 0.8232], [-4.7071, -4.6414, 0.0915], [-3.9149, -3.8193, -1.2320], [-5.9410, -4.8611, -2.0302], [-6.1226, -3.1301, -2.1578], [-7.2970, -4.8663, 0.0809], [-8.1989, -4.1797, -1.2684], [-7.5099, -3.1202, -0.0479], [2.4688, -7.8428, -3.5372], [2.3642, -7.8706, -2.0169], [1.6003, -6.6818, -1.4349], [2.2342, -5.3193, -1.7216], [3.6747, -5.1530, -1.2417], [3.8301, -5.2755, 0.2702], [3.0149, -6.9672, -3.8931], [2.9928, -8.7231, -3.9093], [1.4778, -7.8277, -3.9960], [3.3654, -7.9226, -1.5801], [1.8556, -8.7866, -1.7084], [1.4953, -6.8199, -0.3550], [0.5828, -6.6815, -1.8382], [1.6100, -4.5413, -1.2551], [2.1995, -5.1212, -2.7961], [4.0343, -4.1675, -1.5593], [4.3233, -5.8791, -1.7357], [3.2170, -4.5326, 0.7928], [4.8652, -5.1228, 0.5769], [3.5267, -6.2590, 0.6301], [-2.7493, 2.8988, -1.7205], [-1.3143, 3.3770, -1.9068], [-0.5615, 3.5590, -0.5895], [-1.1577, 4.5951, 0.3646], [-1.2762, 6.0008, -0.2218], [0.0678, 6.6090, -0.6063], [-3.3406, 3.6161, -1.1509], [-3.2461, 2.7556, -2.6803], [-2.7809, 1.9457, -1.1841], [-1.3048, 4.3129, -2.4692], [-0.7738, 2.6541, -2.5296], [0.4805, 3.8151, -0.8073], [-0.5287, 2.5950, -0.0537], [-0.5318, 4.6397, 1.2622], [-2.1408, 4.2576, 0.7019], [-1.7597, 6.6393, 0.5207], [-1.9415, 5.9932, -1.0894], [0.7338, 6.6591, 0.2594], [-0.0541, 7.6223, -0.9883], [0.5718, 6.0299, -1.3828], [3.9499, 7.0312, 4.3508], [2.9844, 6.6818, 3.2243], [2.0777, 5.4941, 3.5446], [2.8102, 4.1742, 3.7987], [3.7134, 3.7126, 2.6552], [2.9516, 3.4740, 1.3574], [4.6357, 6.2103, 4.5675], [4.5552, 7.9004, 4.0935], [3.4075, 7.2636, 5.2696], [3.5473, 6.4884, 2.3059], [2.3531, 7.5481, 3.0113], [1.3607, 5.3648, 2.7273], [1.4799, 5.7310, 4.4296], [2.0630, 3.3976, 3.9987], [3.4081, 4.2539, 4.7094], [4.2201, 2.7921, 2.9584], [4.5037, 4.4458, 2.4781], [2.1644, 2.7239, 1.5083], [3.6110, 3.1250, 0.5596], [2.4651, 4.3847, 1.0046]], "atomic_forces_ev_per_a": [[0.9, -0.2, -0.5], [-0.2, 0.2, 0.0], [0.4, -0.2, 0.4], [-0.4, -0.2, 0.0], [0.5, 0.0, -0.5], [0.0, 0.0, -0.2], [-0.2, 0.1, 0.1], [-0.5, 0.2, 0.3], [-0.3, 0.0, -0.3], [0.2, 0.0, 0.2], [-0.2, 0.1, 0.2], [-0.3, 0.0, 0.3], [0.0, 0.0, 0.0], [0.0, 0.0, 0.0], [0.0, 0.0, 0.0], [0.0, 0.0, 0.0], [0.0, 0.0, 0.0], [0.0, 0.0, 0.0], [0.0, 0.0, 0.0], [0.0, 0.0, 0.0], [0.0, 0.0, 0.0], [0.0, 0.0, 0.0], [0.0, 0.0, 0.0], [0.0, 0.0, 0.0], [0.0, 0.0, 0.0], [0.0, 0.0, 0.0], [0.0, 0.0, 0.0], [0.0, 0.0, 0.0], [0.0, 0.0, 0.0], [0.0, 0.0, 0.0], [0.0, 0.0, 0.0], [0.0, 0.0, 0.0], [0.0, 0.0, 0.0], [0.0, 0.0, 0.0], [0.0, 0.0, 0.1], [0.0, 0.0, -0.1], [-0.1, 0.1, 0.1], [0.0, 0.0, 0.0], [0.0, 0.0, 0.0], [0.0, 0.0, 0.0], [0.0, 0.0, 0.0], [0.0, 0.0, 0.0], [0.0, 0.0, 0.0], [0.0, 0.0, 0.0], [0.0, 0.0, 0.0], [0.0, 0.0, 0.0], [0.0, 0.0, 0.0], [0.0, 0.0, 0.0], [0.0, 0.0, 0.0], [0.0, 0.0, 0.0], [0.0, 0.0, 0.0], [0.0, 0.0, 0.0], [0.0, 0.0, 0.0], [0.0, -0.1, 0.0], [0.2, -0.1, 0.0], [0.0, 0.0, 0.0], [0.0, 0.0, 0.0], [0.0, 0.0, 0.0], [0.0, 0.0, 0.0], [0.0, 0.0, 0.0], [0.0, 0.0, 0.0], [0.0, 0.0, 0.0], [0.0, 0.0, 0.0], [0.0, 0.0, 0.0], [-0.1, 0.0, 0.0], [0.0, 0.0, 0.0], [0.0, 0.0, 0.0], [0.0, 0.0, 0.0], [0.0, 0.0, 0.0], [0.0, 0.0, 0.0], [0.0, 0.0, 0.0], [0.0, 0.0, 0.0], [0.0, 0.0, 0.0], [0.0, 0.0, 0.0], [0.0, 0.0, 0.0], [0.0, 0.0, 0.0], [0.0, 0.0, 0.0], [0.0, -0.1, -0.1], [0.0, 0.0, 0.0], [0.0, 0.0, 0.0], [0.0, 0.0, 0.0], [0.0, 0.0, 0.0], [0.0, 0.0, 0.0], [0.0, 0.0, 0.0], [0.0, 0.0, 0.0], [0.0, 0.0, 0.0], [0.0, 0.0, 0.0], [0.0, 0.0, 0.0], [0.0, 0.0, 0.0], [0.0, 0.0, 0.0], [0.0, 0.0, 0.0], [0.0, 0.0, 0.0]]}

{"formula": "C6H9N2", "method": "ωB97M-V/def2-TZVPD", "e_lumo_ha": [-0.1445, -0.1444], "total_charge": 1, "homo_ev": [-11.307, -11.308], "energy_ha": -343.145960, "species": ["C", "C", "C", "C", "C", "C", "N", "N", "H", "H", "H", "H", "H", "H", "H", "H", "H"], "coordinates": [[2.1539, -0.6011, -0.0149], [-1.6736, -0.5806, -0.2294], [0.2674, 0.9190, 0.0202], [2.7232, -1.7480, -0.0417], [-2.8274, -1.3549, 0.0720], [-0.0259, 2.3861, -0.0581], [-0.6929, 0.0415, -0.0168], [1.5922, 0.5398, 0.0648], [2.8997, -2.3323, 0.8515], [3.0796, -2.1911, -0.9621], [-2.6122, -2.4005, -0.1576], [-3.6502, -1.0464, -0.5745], [-3.1234, -1.2619, 1.1207], [0.1359, 2.7662, -1.0685], [0.6023, 2.9451, 0.6331], [-1.0632, 2.5734, 0.2061], [2.2147, 1.3456, 0.1553]], "atomic_forces_ev_per_a": [[-0.5, 0.8, 0.1], [1.9, 0.9, 0.0], [-0.6, 1.1, 0.3], [0.3, -0.4, 0.0], [-0.9, -0.4, 0.3], [0.1, -0.1, -0.2], [-1.1, -1.1, -0.5], [1.0, -0.9, -0.1], [0.0, 0.1, 0.2], [-0.1, 0.1, -0.2], [0.0, 0.0, 0.0], [0.0, -0.1, 0.0], [0.0, -0.1, -0.1], [0.0, 0.1, 0.0], [0.0, 0.1, 0.1], [0.0, 0.0, 0.1], [0.0, -0.2, 0.0]]}